[1]
Density functional theory data (ωB97M-V/def2-TZVPD) for a cluster of 8 separate species, C40H77N2O22S2 in total.

As for the HOMO-LUMO gap: 6.11 eV. The electronic energy is -4131.30339 Eh. Its charge is +1. Its HOMO energy is -0.3793 hartree. The calculation puts the strongest force on any atom at 1.23 eV Å⁻¹.

Each line ends with the Mulliken charge.
Cartesian coordinates (Å):
S -0.812 6.161 1.768  -0.146
C -0.966 4.668 1.168  -0.118
S 0.343 4.042 0.161  -0.199
C 0.319 2.259 0.473  -0.749
C 1.585 1.656 -0.139  -0.788
C 1.448 0.154 -0.451  -1.286
C 2.304 -0.732 0.444  0.576
C 3.826 -0.466 0.252  -0.861
C 4.407 -1.801 0.012  -0.427
N 3.527 -2.712 -0.111  0.163
C 2.158 -2.234 0.113  -1.122
N -2.112 3.847 1.302  0.594
C -2.107 3.016 2.524  -0.489
C -3.539 2.623 2.875  -0.611
O -4.244 2.361 1.682  -0.462
C -4.536 3.596 1.041  -0.438
C -3.374 4.595 1.154  -0.926
H 0.309 2.102 1.549  0.281
H -0.589 1.816 0.059  0.515
H 2.394 1.794 0.583  0.442
H 1.865 2.199 -1.043  0.472
H 1.695 -0.056 -1.496  0.418
H 0.407 -0.154 -0.323  0.521
H 2.056 -0.585 1.495  0.459
H 3.999 0.093 -0.679  0.350
H 4.351 0.065 1.045  0.490
H 5.470 -1.995 -0.081  0.621
H 3.707 -3.681 -0.353  0.300
H 1.500 -2.441 -0.732  0.398
H 1.687 -2.768 0.940  0.351
H -1.548 2.100 2.329  0.197
H -1.635 3.533 3.369  0.335
H -3.531 1.708 3.465  0.410
H -4.044 3.410 3.447  0.291
H -5.426 4.039 1.504  0.333
H -4.764 3.366 0.002  0.299
H -3.529 5.296 1.979  0.361
H -3.308 5.168 0.232  0.443
C -3.622 -6.031 2.301  -1.299
C -2.705 -5.887 3.492  0.063
O -1.532 -6.724 3.365  -0.388
C -0.562 -6.248 2.606  0.836
O -0.525 -5.166 2.069  -0.584
O 0.417 -7.158 2.548  -0.340
C 1.504 -6.783 1.712  -0.634
H -3.889 -7.077 2.150  0.339
H -4.535 -5.463 2.475  0.352
H -3.149 -5.657 1.393  0.325
H -3.187 -6.229 4.406  0.260
H -2.388 -4.856 3.641  0.303
H 1.879 -5.798 1.989  0.192
H 1.190 -6.776 0.667  0.301
H 2.279 -7.530 1.854  0.288
C -3.583 9.128 -4.834  -1.095
C -2.993 9.159 -3.444  -0.207
O -3.304 7.960 -2.702  -0.350
C -2.559 6.901 -2.990  0.764
O -1.646 6.850 -3.773  -0.563
O -2.992 5.873 -2.247  -0.312
C -2.288 4.649 -2.466  -0.619
H -4.658 8.949 -4.790  0.306
H -3.416 10.084 -5.329  0.363
H -3.124 8.344 -5.435  0.319
H -3.428 9.960 -2.851  0.297
H -1.912 9.292 -3.467  0.315
H -1.216 4.791 -2.354  0.269
H -2.507 4.247 -3.454  0.397
H -2.648 3.964 -1.702  0.107
C -5.550 -6.726 9.489  -1.214
C -4.306 -6.125 8.876  -0.179
O -4.530 -5.705 7.515  -0.290
C -5.169 -4.548 7.368  0.741
O -5.542 -3.818 8.248  -0.561
O -5.325 -4.324 6.057  -0.265
C -6.045 -3.124 5.749  -0.696
H -5.924 -7.541 8.870  0.312
H -5.318 -7.120 10.479  0.370
H -6.334 -5.977 9.593  0.319
H -3.510 -6.863 8.801  0.296
H -3.937 -5.281 9.459  0.340
H -5.594 -2.267 6.244  0.314
H -7.084 -3.216 6.059  0.312
H -5.986 -3.016 4.670  0.205
C -0.680 -5.006 6.463  -0.839
C 0.697 -4.396 6.343  -0.285
O 0.849 -3.231 7.172  -0.382
C 1.065 -3.482 8.468  0.791
O 1.170 -4.572 8.966  -0.553
O 1.149 -2.319 9.107  -0.354
C 1.346 -2.430 10.523  -0.631
H -1.452 -4.260 6.265  0.239
H -0.794 -5.824 5.750  0.206
H -0.842 -5.402 7.464  0.400
H 0.873 -4.029 5.332  0.200
H 1.474 -5.120 6.587  0.375
H 2.206 -3.058 10.742  0.303
H 0.459 -2.848 10.995  0.293
H 1.516 -1.417 10.874  0.221
C 10.871 -4.826 -0.789  -1.091
C 10.536 -5.185 -2.217  -0.099
O 9.141 -5.544 -2.367  -0.391
C 8.291 -4.540 -2.427  0.872
O 8.542 -3.360 -2.385  -0.608
O 7.048 -5.039 -2.549  -0.403
C 6.052 -4.044 -2.744  0.026
H 10.590 -5.637 -0.117  0.297
H 11.944 -4.658 -0.697  0.376
H 10.355 -3.918 -0.481  0.292
H 11.071 -6.075 -2.539  0.335
H 10.766 -4.373 -2.905  0.208
H 6.278 -3.413 -3.601  0.168
H 5.969 -3.417 -1.852  -0.241
H 5.124 -4.582 -2.921  0.288
C 9.809 -1.374 -5.652  -1.255
C 8.784 -2.484 -5.591  0.274
O 7.553 -2.122 -6.251  -0.348
C 7.575 -2.212 -7.584  0.743
O 8.501 -2.588 -8.252  -0.550
O 6.390 -1.815 -8.046  -0.350
C 6.279 -1.826 -9.477  -0.639
H 9.393 -0.449 -5.250  0.329
H 10.681 -1.647 -5.058  0.338
H 10.131 -1.196 -6.677  0.363
H 8.483 -2.679 -4.565  -0.113
H 9.169 -3.403 -6.032  0.366
H 6.548 -2.802 -9.874  0.306
H 6.925 -1.065 -9.911  0.297
H 5.239 -1.602 -9.690  0.219
C -8.245 8.175 -7.877  -1.081
C -7.562 9.145 -8.815  -0.182
O -8.225 10.422 -8.838  -0.345
C -7.956 11.225 -7.811  0.798
O -7.201 10.988 -6.902  -0.565
O -8.662 12.344 -7.960  -0.338
C -8.494 13.301 -6.908  -0.622
H -9.300 8.078 -8.133  0.305
H -7.777 7.194 -7.957  0.352
H -8.166 8.513 -6.845  0.297
H -7.614 8.798 -9.845  0.287
H -6.516 9.291 -8.548  0.292
H -7.441 13.525 -6.757  0.294
H -8.923 12.923 -5.981  0.290
H -9.028 14.188 -7.234  0.216

***

[2]
Density functional theory data (ωB97M-V/def2-TZVPD) for a cluster of 2 separate species, C4H10N2O in total.

Its expectation value of S² is 0.964. As for the HOMO-LUMO gap (alpha / beta): 6.28 / 7.68 eV. Its spin multiplicity is 2. The electronic energy is -342.61029 Eh. Its charge is +1. Its HOMO energy (alpha / beta) is -0.5411 / -0.5668 hartree. The relative energy (zero: lowest compared OMol25 entry of this formula, charge and spin) is 7.028 eV. The calculation puts the strongest force on any atom at 5.69 eV Å⁻¹.

Each line ends with the Mulliken charge.
Cartesian coordinates (Å):
C -0.432 0.321 0.136  0.161
C -0.016 -1.083 0.305  -0.452
C 0.133 -0.009 1.516  0.063
O -0.725 -0.123 2.421  -0.243
N 0.612 1.111 -0.563  -0.308
C 0.949 0.511 -1.900  -0.545
N -0.067 -0.384 -2.349  -0.427
H 0.368 2.085 -0.471  0.296
H -1.446 0.509 -0.184  0.429
H -0.733 -1.840 0.589  0.341
H 0.810 -1.405 -0.318  0.197
H 1.123 0.427 1.703  0.398
H -2.919 -1.896 3.208  0.228
H 1.362 1.353 -2.475  0.438
H 1.777 -0.225 -1.768  0.384
H -2.270 -1.561 3.047  -0.230
H 0.105 -0.630 -3.327  0.269

***

[3]
Density functional theory data (ωB97M-V/def2-TZVPD) for a cluster of 3 separate species, C2H10NO2 in total.

As for the HOMO-LUMO gap: 10.84 eV. The electronic energy is -287.16245 Eh. Its charge is +1. Its HOMO energy is -0.5701 hartree. The relative energy (zero: lowest compared OMol25 entry of this formula, charge and spin) is 0.922 eV. The calculation puts the strongest force on any atom at 1.08 eV Å⁻¹.

Each line ends with the Mulliken charge.
Cartesian coordinates (Å):
C -0.335 -2.055 -0.006  -0.933
C 1.565 -0.659 0.312  -0.138
N 0.334 -0.848 0.522  0.049
H 0.220 -2.893 0.339  0.420
H -0.197 -2.096 -1.078  0.371
H -1.362 -2.110 0.325  0.307
H 2.107 -1.401 -0.253  0.325
H 2.067 0.249 0.622  0.247
H -0.246 -0.093 0.873  0.309
H -2.448 0.984 -0.210  0.322
H -2.127 0.944 -1.646  0.302
O -1.886 0.495 -0.830  -0.606
H -0.063 2.477 0.367  0.307
H 1.159 2.928 -0.486  0.317
O 0.866 2.323 0.202  -0.600

***

[4]
Density functional theory data (ωB97M-V/def2-TZVPD) for the molecule C6H8N2O2.

As for the HOMO-LUMO gap: 7.63 eV. The electronic energy is -493.26878 Eh. Its HOMO energy is -0.2768 hartree. The relative energy (zero: lowest compared OMol25 entry of this formula, charge and spin) is 4.846 eV. The calculation puts the strongest force on any atom at 6.47 eV Å⁻¹.

Each line ends with the Mulliken charge.
Cartesian coordinates (Å):
C 0.491 0.484 -0.293  0.402
C 0.778 -0.358 0.902  -0.502
C -0.137 -0.854 1.714  -0.219
C -1.884 0.478 0.624  0.216
C 2.841 -1.095 -1.488  -0.956
C 1.647 -0.596 -1.784  -0.227
H -1.148 1.253 -1.282  0.297
H 1.804 -0.662 1.057  0.459
H 0.052 -1.617 2.455  0.419
H -2.154 -0.663 2.289  0.275
H 3.079 -1.742 -0.726  0.303
H 3.654 -1.241 -2.247  0.226
H 0.875 -0.774 -1.023  0.288
H 1.201 -0.020 -2.664  0.260
N -0.898 0.727 -0.395  -0.122
N -1.444 -0.456 1.551  -0.104
O 1.307 0.962 -1.054  -0.452
O -2.981 0.940 0.554  -0.563